No. 1
This record from the OMol25 dataset describes an isolated ion of composition C4H11ClN3 and charge +1. The level of theory is the ωB97M-V functional and the def2-TZVPD basis.

Values from the calculation:
- energy above the lowest of the compared OMol25 structures with the same formula, charge and spin (kcal/mol) = 7.5
- largest force on an atom (eV/A) = 6.663
- structure (SMILES) = C/[NH+]=C/N[C@](C)(N)Cl
- E_HOMO (eV) = -14.260
- HOMO-LUMO gap (Ha) = 0.3834
- charge = +1

XYZ file:
```
19
Properties=species:S:1:pos:R:3:forces:R:3
C -2.833672 0.635730 -0.100679 -3.6221 2.0288 -0.3762
N -1.482801 0.443658 -0.172097 5.4676 -1.7379 -2.3445
C -0.925248 -0.447051 -0.999536 0.3759 -0.0851 0.5985
N 0.410629 -0.670727 -0.981787 -0.7301 0.8585 0.6354
C 1.373915 -0.108745 -0.015974 1.8226 -1.2080 -1.2214
C 1.726277 -1.072926 1.062174 3.2792 -0.4707 2.2065
N 1.099209 1.136071 0.458080 -3.3514 2.0164 -5.3948
Cl 2.964866 0.183474 -1.184060 -0.9216 -0.7393 0.4941
H -3.323808 0.461567 -1.107538 0.3743 0.4674 1.2976
H -3.118006 1.618711 0.375372 0.5256 -0.6710 -1.1576
H -3.217081 -0.024837 0.614132 -0.9844 -1.3934 0.8533
H -0.679668 0.959702 0.265689 -1.3212 0.1998 0.6271
H -1.541631 -1.071158 -1.702905 0.6317 0.7830 0.7883
H 0.897318 -1.376314 -1.516083 -0.7263 -0.1094 -0.5126
H 1.398141 -2.112422 0.959540 -0.1405 0.4635 -0.1100
H 2.883294 -1.105817 1.204495 -1.8237 -0.1788 -0.8363
H 1.548308 -0.675299 2.092108 -0.9027 -0.3004 -0.8747
H 1.174980 1.793790 -0.420680 -0.1127 -1.0310 2.6135
H 1.644981 1.432593 1.169751 2.1600 1.1075 2.7140
```
Positions in Å, forces in eV/Å.



No. 2
This record from the OMol25 dataset describes a 2-piece molecular cluster, C4H11ClN3OS overall. The level of theory is the ωB97M-V functional and the def2-TZVPD basis.

Values from the calculation:
- largest force on an atom (eV/A) = 5.818
- E_HOMO (eV) = -11.784
- HOMO-LUMO gap (Ha) = 0.2253
- charge = +1

XYZ file:
```
21
Properties=species:S:1:pos:R:3:forces:R:3
C -2.119249 0.851411 -1.262794 -0.3068 1.6668 -2.6796
C -1.993100 0.151143 1.082518 3.1007 -4.8631 -0.7675
C 2.053334 -0.294780 -0.941988 -3.1386 -1.7969 -0.8085
C 2.014932 -1.636967 -0.281431 -0.1249 -1.1254 -2.7988
N -2.065771 -0.105041 -0.390062 -0.0830 -0.8167 3.0532
N 0.955406 1.515278 0.120415 -2.5419 -1.3789 0.0172
N 0.862898 0.521658 -0.657976 2.4776 1.6220 1.3935
O -1.980145 2.054191 -0.657474 0.2271 2.4083 -1.1144
S 2.059446 1.822953 1.235476 0.8327 0.2983 0.1260
Cl 1.512193 -1.453522 1.319082 -1.2539 -0.5185 2.1520
H -2.203604 -0.818867 1.625785 -0.4436 1.2579 -0.6257
H -0.924361 0.267867 1.320567 -0.4843 0.6675 0.1969
H -2.575912 0.928339 1.295438 -2.2049 2.9940 1.3980
H 2.127441 -0.404989 -1.983566 -0.1278 -0.2186 -1.6090
H 2.887872 0.178597 -0.681762 3.1529 2.5467 1.4646
H 2.993167 -2.034668 -0.221837 1.2457 -0.1872 -0.2038
H 1.517405 -2.361732 -0.990797 -0.3704 0.5172 1.4943
H -2.308877 -1.074975 -0.564815 0.1204 0.5722 -0.9881
H -0.109057 0.272089 -0.873358 -0.1385 0.1050 -0.8833
H -1.964995 2.932896 -1.282007 -0.2443 -3.9232 1.7007
H 1.201178 2.548728 2.005225 0.3058 0.1727 -0.5177
```
Positions in Å, forces in eV/Å.



No. 3
This record from the OMol25 dataset describes a 2-piece molecular cluster, C4H11INO overall. The level of theory is the ωB97M-V functional and the def2-TZVPD basis.

Values from the calculation:
- energy above the lowest of the compared OMol25 structures with the same formula, charge and spin (kcal/mol) = 5.5
- largest force on an atom (eV/A) = 1.601
- E_HOMO (eV) = -3.642
- HOMO-LUMO gap (Ha) = 0.2558
- charge = -1

XYZ file:
```
18
Properties=species:S:1:pos:R:3:forces:R:3
I -1.169909 -0.964500 4.708084 -0.0038 -0.0267 0.0770
C -0.971260 -4.051669 7.705472 -0.2779 0.1710 0.9165
C -2.495028 -4.107097 7.500510 0.7544 0.0505 -0.0329
C -3.176381 -2.841773 8.096025 -0.3129 -1.2760 -0.8393
O -3.095095 -2.946254 9.490607 -0.1510 0.9224 1.3005
C -3.567102 -1.767956 10.146921 0.8667 -0.0423 -0.1102
N -2.741752 -4.265574 6.074764 -0.8972 0.5119 0.2160
H -0.597122 -3.185372 7.159890 0.1926 -0.0953 -0.1495
H -0.477325 -4.970086 7.388235 -0.0835 -0.0041 -0.3508
H -0.701564 -3.937046 8.755342 -0.0488 0.1569 0.1984
H -2.913587 -5.009739 7.945649 -0.1035 0.1599 0.6175
H -4.235784 -2.852558 7.839807 -0.2400 -0.0138 -0.3924
H -2.762389 -1.912010 7.705852 0.4178 0.0374 -0.0604
H -3.667729 -1.964261 11.214364 -0.4044 -0.3081 -0.1351
H -4.455215 -1.322870 9.698296 -0.4869 -0.5043 0.0286
H -2.848572 -0.949520 10.102396 0.5136 0.0167 -0.2793
H -2.320432 -3.448262 5.656940 0.1393 0.1892 -0.8318
H -2.238219 -5.084050 5.763845 0.1255 0.0548 -0.1727
```
Positions in Å, forces in eV/Å.



No. 4
This record from the OMol25 dataset describes an isolated ion of composition C4H11INO and charge +1. The level of theory is the ωB97M-V functional and the def2-TZVPD basis.

Values from the calculation:
- energy above the lowest of the compared OMol25 structures with the same formula, charge and spin (kcal/mol) = 55.1
- largest force on an atom (eV/A) = 4.681
- structure (SMILES) = CC(C)(C[NH3+])OI
- E_HOMO (eV) = -12.596
- HOMO-LUMO gap (Ha) = 0.3197
- charge = +1

XYZ file:
```
18
Properties=species:S:1:pos:R:3:forces:R:3
C -0.902412 -0.593150 1.226223 0.0661 -2.3068 -4.0727
C -0.392895 0.391784 0.180362 -1.7869 1.9687 -0.0974
C -1.232361 0.319759 -1.108831 0.7623 1.5150 -0.2935
C 1.136839 0.428055 -0.109612 -3.8132 -1.4510 -1.5858
N 1.549050 -0.865321 -0.706668 1.7325 -0.1356 0.9019
O -0.730260 1.788909 0.700330 0.6947 -1.6858 -1.1162
I -0.129786 2.324771 2.503851 0.1515 -0.0087 0.1282
H -0.177347 -0.763031 1.889031 2.8243 -0.6286 3.0738
H -1.247302 -1.642668 0.901989 0.3838 1.7006 -0.0992
H -1.667555 -0.108261 1.674909 -2.6536 1.1597 1.4936
H -2.334940 0.283900 -1.028965 0.6792 0.8839 0.4021
H -0.802502 0.975937 -1.911519 -0.9902 0.3488 0.9767
H -1.069772 -0.575341 -1.592171 0.6255 -2.7888 -0.7595
H 1.601635 0.544773 0.765861 2.1323 0.4657 3.3047
H 1.308267 1.211385 -0.768189 0.6097 1.3235 -1.2447
H 0.954963 -1.617750 -0.484721 -1.3519 -1.2234 0.7873
H 2.482561 -1.179053 -0.459609 0.4026 0.1650 0.8907
H 1.653818 -0.924699 -1.672273 -0.4687 0.6977 -2.6897
```
Positions in Å, forces in eV/Å.



No. 5
This record from the OMol25 dataset describes a 2-piece molecular cluster, C4H11INO overall. The level of theory is the ωB97M-V functional and the def2-TZVPD basis.

Values from the calculation:
- energy above the lowest of the compared OMol25 structures with the same formula, charge and spin (kcal/mol) = 70.8
- largest force on an atom (eV/A) = 4.278
- E_HOMO (eV) = -13.604
- HOMO-LUMO gap (Ha) = 0.3040
- charge = +1

XYZ file:
```
18
Properties=species:S:1:pos:R:3:forces:R:3
C -0.092321 1.482899 -1.001791 -3.0968 -0.0750 -2.9512
C 1.315742 0.720068 0.853717 0.8157 -1.1775 1.4873
C 0.056027 -0.971240 -0.514502 0.9143 -0.9442 -2.3159
C 0.314216 0.430809 -0.160491 2.1917 -2.5367 -0.0610
N 0.576576 -2.036380 0.301044 -0.0720 1.1947 0.4157
O -1.714903 0.289647 1.158048 -1.3629 0.4011 -1.0882
I -3.530889 0.115471 0.188497 1.0802 0.2130 0.3620
H -1.231410 1.363337 -1.035123 0.9582 0.6139 0.2191
H 0.047544 1.375732 -2.146777 0.3777 -0.1252 1.9070
H 0.190433 2.435801 -0.652748 0.2365 1.1226 0.1639
H 1.529995 -0.172855 1.581660 -1.0693 1.9262 -0.9255
H 2.358038 0.850962 0.450574 -1.0131 0.1612 -0.4173
H 0.999756 1.710625 1.213727 0.5753 -0.4071 0.7993
H 0.464868 -1.004285 -1.607399 0.1277 0.2162 1.3449
H -0.935523 -1.180892 -0.842508 -1.2545 0.2237 0.2858
H -1.924941 -0.220688 1.932280 0.3091 -0.4224 0.9835
H 0.086982 -2.898880 0.255292 -1.0518 -0.3960 -0.0552
H 1.489804 -2.290133 0.026501 1.3340 0.0116 -0.1543
```
Positions in Å, forces in eV/Å.



No. 6
This record from the OMol25 dataset describes C4H11INO as an isolated structure. The level of theory is the ωB97M-V functional and the def2-TZVPD basis.

Values from the calculation:
- energy above the lowest of the compared OMol25 structures with the same formula, charge and spin (kcal/mol) = 36.7
- largest force on an atom (eV/A) = 1.336
- E_HOMO (eV) = -13.097
- HOMO-LUMO gap (Ha) = 0.2774
- charge = +1

XYZ file:
```
18
Properties=species:S:1:pos:R:3:forces:R:3
C -0.847658 -1.910809 0.526805 -0.1160 -0.3206 0.1535
C 1.473731 -1.318434 0.086559 0.2026 -0.2605 0.2422
C 0.346630 2.219682 -0.301189 -0.1281 0.6721 -0.1926
C -0.644133 1.271404 -0.771244 0.0165 -0.6069 0.4733
N 0.192248 -0.911828 0.631943 -0.1119 1.2857 -0.3456
O -1.855310 1.201001 -0.360365 -0.0035 0.0509 -0.1773
I -0.054249 3.901268 -1.697811 0.1288 -0.6378 0.4402
H -0.597749 -2.823444 1.081454 -0.0629 0.0046 -0.0540
H -1.780426 -1.512869 0.921863 -0.0686 -0.0395 -0.0292
H -0.990046 -2.181230 -0.519044 -0.0453 0.0056 -0.0201
H 2.173732 -0.485134 0.123445 0.0655 -0.0109 -0.0409
H 1.909807 -2.154903 0.647273 0.0239 0.0227 -0.1304
H 1.342316 -1.634666 -0.946918 0.0370 0.0145 -0.0592
H 0.192812 2.599284 0.706760 -0.0583 -0.0410 -0.0848
H 1.373671 1.921716 -0.479921 -0.0923 -0.0928 -0.0770
H -0.438257 0.635804 -1.629308 -0.0548 0.0854 0.0820
H 0.294400 -0.598353 1.592161 0.0294 -0.1389 -0.0807
H -2.091520 1.781512 0.387539 0.2382 0.0073 -0.0994
```
Positions in Å, forces in eV/Å.



Taking the records one at a time from the top gives total energy values of -21311.8609, -34190.0853, -15966.6930, -15955.6128, -15954.9330, -15956.4113 eV.